The following is a DFT calculation (the ωB97M-V functional and the def2-TZVPD basis) of a structure of composition C27H27BrMoN4O3S.

As for the molecular weight: 663.4 Da. The net charge is +2. The spin multiplicity is 1. The relative energy (zero: lowest compared OMol25 entry of this formula, charge and spin) comes out at 0.0 kcal/mol.

```
64
Properties=species:S:1:pos:R:3:forces:R:3:mulliken_charge:R:1
Mo -0.2328 -0.3704 -0.2158 -0.4 -0.1 0.2 -0.60
Br -3.3835 6.4560 -1.0731 0.0 0.0 0.0 -0.11
C -2.6648 4.7231 -1.1423 0.0 -0.1 -0.1 -0.47
C -3.0075 3.8713 -2.2067 0.0 0.1 0.1 -0.38
C -2.5073 2.5916 -2.2804 0.0 0.0 0.0 -0.80
C -1.6426 2.1255 -1.2859 -0.2 0.0 0.0 0.34
O -1.1728 0.8905 -1.3455 0.2 0.1 -0.2 -0.60
C -1.2791 2.9727 -0.2278 0.0 0.0 0.0 -0.24
C -0.4000 2.5633 0.8101 0.0 -0.1 0.0 0.42
N 0.2214 1.4183 0.9301 -0.1 0.0 -0.1 2.42
C 1.0750 1.2210 2.0617 0.0 0.0 0.0 0.50
C 1.4594 2.1798 2.9664 0.0 0.0 0.0 -0.95
C 2.3114 1.8577 4.0407 0.0 0.0 0.0 -1.13
C 2.7818 0.5883 4.2104 0.0 0.0 0.0 -0.95
C 2.4076 -0.4234 3.2992 0.0 0.0 0.0 0.76
C 2.8394 -1.7636 3.4167 0.0 0.0 0.1 -0.79
C 2.4162 -2.6906 2.5099 0.0 0.0 -0.1 -1.26
C 1.5708 -2.2831 1.4681 0.0 0.0 0.0 -0.48
N 1.1585 -1.0355 1.3136 0.1 0.0 0.0 1.16
C 1.5551 -0.0952 2.2274 0.0 -0.1 0.0 -0.20
C -1.8137 4.2808 -0.1671 0.0 0.0 0.0 -0.80
H -3.6806 4.2302 -2.9741 0.0 0.0 0.0 0.49
H -2.7795 1.9353 -3.0963 0.0 0.0 0.0 0.57
H -0.2537 3.3062 1.5864 0.0 0.0 0.0 0.10
H 1.1237 3.2038 2.8898 0.0 0.0 0.0 0.68
H 2.5905 2.6386 4.7341 0.0 0.0 0.0 0.45
H 3.4378 0.3429 5.0350 0.0 0.0 0.0 0.48
H 3.4933 -2.0416 4.2337 0.0 0.0 0.0 0.50
H 2.7070 -3.7290 2.5757 0.0 0.0 0.0 0.48
H 1.1991 -3.0126 0.7590 0.0 0.0 0.0 0.59
H -1.5479 4.9226 0.6635 0.0 0.0 0.0 0.63
O -4.7110 3.1142 2.6872 0.0 0.0 0.0 -0.46
C -3.4627 2.6575 2.6142 0.0 0.0 0.0 0.49
O -2.5257 3.3303 2.9508 0.0 0.0 0.0 -0.49
C -3.2288 1.2887 2.0368 0.0 0.0 -0.1 0.58
C -3.8844 0.8517 0.8690 0.1 0.0 0.0 -0.46
C -3.4471 -0.2725 0.2153 0.0 0.0 0.0 -0.98
C -2.3622 -1.0069 0.7445 0.1 0.0 0.0 0.48
S -1.5530 -2.2720 -0.1957 0.1 0.1 0.1 -0.22
C -1.8031 -0.6414 1.9779 0.0 0.0 -0.2 -0.29
C -2.2326 0.5308 2.6065 0.0 0.0 0.1 -0.83
H -5.3698 2.4276 2.5163 0.0 0.0 0.0 0.37
H -4.6857 1.4389 0.4370 0.0 0.0 0.0 0.41
H -3.8953 -0.5774 -0.7211 0.0 0.0 0.0 0.44
H -1.0806 -1.2896 2.4504 0.0 0.0 0.1 0.85
H -1.7641 0.8667 3.5228 0.0 0.0 0.0 0.54
C 3.4776 0.1572 -0.6322 -0.1 0.0 0.0 -1.40
C 2.6670 0.4853 -1.8751 0.0 0.0 -0.1 0.78
C 3.2754 -0.1376 -3.1268 0.0 0.0 0.0 -1.68
C 2.4995 1.9915 -2.0324 0.0 0.0 0.0 -1.47
N 1.2459 -0.0224 -1.7376 0.1 0.1 0.0 0.37
N 1.0299 -1.4146 -1.5598 0.1 -0.2 -0.1 -0.38
H 4.4934 0.5214 -0.7780 0.0 0.0 0.0 0.57
H 3.5541 -0.9161 -0.4399 0.0 0.0 0.0 0.36
H 3.0660 0.6539 0.2454 0.0 0.0 0.0 0.22
H 4.2714 0.2731 -3.2874 0.0 0.0 0.0 0.45
H 2.6810 0.0837 -4.0155 0.0 0.0 0.0 0.40
H 3.3895 -1.2208 -3.0390 0.0 0.0 0.0 0.38
H 3.4780 2.4520 -2.1588 0.0 0.0 0.0 0.48
H 2.0256 2.4236 -1.1498 0.0 0.0 0.0 0.15
H 1.9027 2.2401 -2.9127 0.0 0.0 0.0 0.46
H 0.7156 0.2953 -2.5504 0.0 0.0 0.0 0.52
H 1.8786 -1.8613 -1.2150 0.0 0.0 0.0 0.25
H 0.6857 -1.8998 -2.3867 0.0 0.1 0.0 0.31
```
Positions in Å, forces in eV/Å.

---

The following is a DFT calculation (the ωB97M-V functional and the def2-TZVPD basis) of an isolated molecule of C27H27ClF18I3NO4S.

Its total energy is -134674.1556 eV. As for the molecular weight: 1219.7 Da. The spin multiplicity is 1.

```
82
Properties=species:S:1:pos:R:3:forces:R:3:mulliken_charge:R:1
C 2.9564 -5.7229 1.3038 -3.2 1.8 -6.2 -0.41
C 2.5959 -5.4411 0.0590 1.1 -1.6 5.9 -0.10
C 1.9606 -5.1109 -1.4041 1.0 0.5 1.9 -0.60
C 0.4051 -4.6306 -1.1227 2.2 -2.8 0.7 -0.60
I -0.3394 -4.0218 -3.0740 0.1 0.2 0.4 0.04
C -0.3339 -6.0269 -0.6429 -0.3 0.2 -0.1 -0.62
C -0.6421 -6.0661 0.9439 -0.8 -1.1 0.0 0.21
C -0.7348 -7.6200 1.4776 -0.5 0.7 -0.8 -0.43
Cl 0.0127 -7.7273 3.1574 -0.5 0.0 -1.0 -0.21
O 0.5082 -3.6367 -0.1010 -1.7 0.8 -0.6 0.76
C -0.5350 -2.6597 -0.0576 -0.7 0.4 1.0 -0.33
F -1.8035 -3.3641 -0.0869 1.8 1.3 -0.6 -0.39
C -0.5510 -1.7565 1.3046 3.3 -1.1 1.4 0.67
C 1.0421 -1.4093 1.5734 1.1 0.6 -1.1 -1.65
C 1.6844 -0.5298 0.3395 0.8 -0.4 -0.4 0.03
C 2.8621 -1.3696 -0.4450 -2.4 0.1 -0.2 0.04
S 3.7930 -0.2347 -1.6358 4.7 0.5 -0.1 1.22
O 5.0856 -0.9661 -1.9693 -4.1 1.7 0.8 -0.65
O 3.9924 1.1541 -1.0843 -1.7 -3.9 -1.8 -0.59
O 2.9177 -0.1566 -3.1048 0.3 -1.0 2.0 -0.47
C -1.0107 -2.6048 2.6204 -4.3 -0.8 1.0 -0.96
I 0.4086 -3.5526 4.0331 -0.4 0.9 -1.4 -0.01
C -2.4053 -2.7957 3.0117 3.0 1.0 -1.7 -0.37
C -3.6360 -2.1721 2.2095 -1.4 0.2 0.7 -0.58
I -2.9410 -3.9614 4.8175 0.0 1.0 -1.6 0.02
N -1.1620 -0.4230 1.1901 -0.2 -1.3 0.9 2.08
C -1.3311 0.3163 2.4611 2.1 3.0 0.7 -0.41
C -0.4557 1.4241 2.7979 -2.1 -1.9 -0.7 -1.03
C -2.1361 -0.1371 0.1416 -2.0 1.5 -0.7 -0.89
C -1.6168 0.7314 -1.1333 -1.4 0.2 0.3 -0.77
C -1.2144 2.2751 -0.7442 0.8 -2.8 1.4 0.82
F -1.9402 2.7763 0.3907 1.5 -0.8 -3.2 -0.34
F 0.1789 2.1687 -0.2945 -3.1 1.2 -1.4 -0.21
C -1.3900 3.1266 -2.1014 -0.2 -1.3 -1.8 0.46
F -2.7961 3.2336 -2.4827 3.9 0.2 1.5 -0.30
F -0.8218 2.2791 -3.1561 -1.2 2.3 2.7 -0.32
C -0.5810 4.5102 -2.2064 1.3 0.5 -3.5 0.61
F -0.7652 4.9538 -3.5918 0.3 -1.2 3.6 -0.32
F 0.8565 4.2744 -2.1202 -4.2 0.7 0.4 -0.24
C -1.0953 5.7297 -1.2869 -3.2 1.3 -0.2 0.40
F -2.3861 5.4139 -0.6666 3.6 0.2 -1.7 -0.28
F -1.4544 6.8426 -2.1664 1.6 -2.7 2.7 -0.27
C -0.1531 6.1444 -0.0602 -1.6 -1.4 3.1 0.65
F -0.9817 6.9269 0.8522 2.6 -1.8 -2.8 -0.29
F 0.1073 4.9092 0.6825 -0.6 3.1 -2.2 -0.17
C 1.2496 6.8286 -0.3284 3.3 0.5 2.2 0.58
F 2.3663 5.8914 -0.2522 -3.6 2.3 -0.5 -0.26
F 1.4944 7.7357 0.7969 -0.8 -2.2 -3.0 -0.30
C 1.4774 7.7039 -1.6451 2.7 0.7 -1.9 0.41
F 1.3222 7.0235 -2.8968 0.1 1.2 3.6 -0.21
F 2.8868 8.1018 -1.6112 -3.8 -1.3 0.1 -0.30
C 0.6571 9.0990 -1.7332 0.2 2.9 -1.0 0.69
F 0.2094 9.2366 -3.1077 0.7 -0.3 4.4 -0.23
F -0.3867 9.2532 -0.7749 2.8 -0.7 -3.1 -0.20
F 1.5805 10.2040 -1.5218 -2.9 -3.2 -0.5 -0.24
H 2.8791 -5.8733 2.4519 0.5 0.3 -2.7 0.32
H 2.0016 -6.0543 -2.0762 -0.1 1.8 1.2 0.53
H 2.6047 -4.2406 -1.8218 -1.2 -1.6 0.5 0.37
H -1.2794 -6.1244 -1.3016 1.3 0.0 1.5 0.28
H 0.3368 -6.9412 -0.9199 -1.0 1.9 0.4 0.38
H 0.1522 -5.5473 1.5997 -1.4 -0.6 -1.4 -0.21
H -1.7119 -5.6358 1.0947 2.1 -0.4 0.0 0.15
H -1.8489 -7.9096 1.5788 2.0 0.3 -0.1 0.36
H -0.1729 -8.3575 0.7943 -0.9 1.2 1.2 0.30
H -0.3635 -1.9211 -0.9212 -1.0 -1.4 0.8 0.43
H 1.2013 -0.7715 2.5172 -0.7 -1.2 -1.3 0.60
H 1.7129 -2.3290 1.6650 -1.3 1.0 0.0 0.62
H 0.9157 -0.2588 -0.4681 1.1 -0.2 1.4 -0.61
H 2.1838 0.4368 0.7075 -1.0 -1.4 -0.5 0.52
H 3.5699 -1.9178 0.2762 -0.7 1.1 -1.5 0.47
H 2.2870 -2.1055 -1.1469 1.4 1.0 1.3 -0.54
H 2.7958 -1.0878 -3.4550 0.5 1.3 0.6 0.35
H -4.6252 -2.4712 2.7562 1.9 0.5 -1.0 0.43
H -3.6686 -1.0048 2.1909 0.4 -2.1 0.2 0.11
H -3.7710 -2.5205 1.1248 0.7 0.3 1.6 0.08
H -2.1414 0.0451 3.2286 0.6 0.7 -1.8 0.15
H -0.9590 2.3774 3.2209 1.2 -2.1 0.4 0.26
H 0.6790 1.4390 2.6259 -2.1 0.3 -0.8 0.15
H -2.7197 -1.0354 -0.3125 1.4 1.2 1.0 0.13
H -2.9849 0.5139 0.6202 1.5 -1.1 -0.9 0.51
H -2.5347 0.8029 -1.8537 1.6 -0.1 1.3 0.59
H -0.7956 0.1922 -1.7267 -1.0 1.2 1.0 0.11
```
Positions in Å, forces in eV/Å.

---

The following is a DFT calculation (the ωB97M-V functional and the def2-TZVPD basis) of a structure of composition C27H27CrN9O3S5.

As for the molecular weight: 737.9 Da. The net charge is +1. The spin multiplicity is 4. The relative energy (zero: lowest compared OMol25 entry of this formula, charge and spin) comes out at 12.4 kcal/mol.

```
72
Properties=species:S:1:pos:R:3:forces:R:3:mulliken_charge:R:1
Cr -0.0715 0.2061 -0.2849 0.1 0.2 0.0 0.46
N 0.3994 0.9693 1.7152 0.0 0.0 0.1 -0.21
N 1.6305 0.5427 2.2382 0.0 -0.1 0.0 -0.45
C 2.1756 -0.6069 1.7740 0.0 0.1 0.0 0.66
N 3.2549 -1.0519 2.4108 0.0 0.0 0.0 -0.43
S 1.5388 -1.4539 0.4591 0.0 -0.1 0.0 -0.42
H 0.4086 1.9801 1.6043 0.0 0.0 -0.1 0.27
H -0.3651 0.7158 2.3389 0.0 0.0 0.0 0.39
H 1.8980 0.9014 3.1439 0.0 0.0 0.0 0.26
H 3.6575 -0.5827 3.2053 0.0 0.0 0.0 0.19
H 3.7164 -1.8743 2.0585 0.0 0.0 0.0 0.23
N -3.3519 6.4719 3.5194 0.0 0.0 0.0 -0.53
C -3.0505 5.6666 2.4446 0.0 0.0 0.0 1.04
C -1.7212 5.5118 2.0238 0.0 0.0 0.0 -0.94
C -1.4174 4.6775 0.9683 0.0 0.0 0.0 -0.12
C -2.4303 3.9792 0.3199 0.0 0.0 0.0 -0.43
C -3.7512 4.1229 0.7233 0.0 0.0 0.0 -0.35
C -4.0578 4.9605 1.7774 0.0 0.0 0.0 -0.78
S -2.0367 2.8846 -0.9869 0.1 0.2 0.0 1.00
O -3.2042 2.6564 -1.7740 0.0 0.0 -0.1 -0.67
O -0.8121 3.3289 -1.5958 0.0 0.0 0.1 -0.67
N -1.6117 1.4985 -0.1923 0.0 -0.2 -0.2 0.03
C -2.5053 0.5379 0.1798 0.0 0.1 0.1 0.18
N -3.8170 0.6675 0.3093 0.0 0.0 0.0 -0.35
C -4.4647 -0.4482 0.6233 0.0 0.0 0.0 -0.33
C -3.8457 -1.6823 0.8116 -0.1 0.0 0.0 -0.92
C -2.4753 -1.7188 0.7012 0.1 0.0 0.1 0.24
N -1.8053 -0.5981 0.4249 -0.1 -0.1 -0.1 0.52
H -2.6810 7.1774 3.7717 0.0 0.0 0.0 0.23
H -4.3094 6.7633 3.6206 0.0 0.0 0.0 0.23
H -0.9378 6.0747 2.5169 0.0 0.0 0.0 0.31
H -0.3982 4.5978 0.6086 0.0 0.0 0.0 0.47
H -4.5267 3.5798 0.2005 0.0 0.0 0.0 0.49
H -5.0883 5.0823 2.0870 0.0 0.0 0.0 0.31
H -5.5397 -0.3546 0.7293 0.0 0.0 0.0 0.45
H -4.4146 -2.5700 1.0398 0.0 0.0 0.0 0.44
H -1.8913 -2.6217 0.8246 0.0 0.0 0.0 0.40
C 2.4850 3.5189 -1.2398 0.0 0.0 0.0 -1.50
C 2.3766 2.0263 -1.3048 0.0 0.1 -0.1 0.36
O 1.3519 1.5183 -0.8360 0.1 -0.1 0.1 0.29
C 3.4528 1.2172 -1.8919 0.0 0.0 0.0 0.43
C 3.1879 -0.0762 -2.3481 0.0 0.0 0.0 0.56
C 4.2040 -0.8426 -2.8892 0.0 0.0 0.0 -0.63
C 5.4934 -0.3306 -2.9592 0.0 0.0 0.0 -0.48
C 5.7663 0.9552 -2.5073 0.0 0.0 0.0 -0.76
C 4.7477 1.7349 -1.9904 0.0 0.0 0.0 -0.56
H 1.4758 3.9269 -1.2669 0.0 0.0 0.0 0.21
H 3.0798 3.9233 -2.0541 0.0 0.0 0.0 0.50
H 2.9606 3.8012 -0.2960 0.0 0.0 0.0 0.35
H 2.1749 -0.4485 -2.3159 0.0 0.0 0.0 -0.14
H 3.9890 -1.8354 -3.2625 0.0 0.0 0.0 0.45
H 6.2888 -0.9314 -3.3802 0.0 0.0 0.0 0.42
H 6.7704 1.3515 -2.5711 0.0 0.0 0.0 0.41
H 4.9643 2.7386 -1.6498 0.0 0.0 0.0 0.43
S 1.5690 -5.8472 -3.1001 0.0 0.0 0.0 -0.28
C 0.7938 -4.4702 -2.6628 0.0 0.0 0.0 0.14
S 0.8685 -2.9657 -3.5540 0.0 0.0 0.0 -0.08
C -0.1088 -2.1836 -2.3392 0.1 -0.1 0.0 0.27
N -0.4703 -2.9641 -1.3820 -0.1 0.0 0.0 -0.28
N 0.0060 -4.2378 -1.5766 0.0 0.0 0.0 0.30
C -0.3710 -5.2142 -0.6028 0.0 0.0 0.0 0.15
C -0.1655 -4.9369 0.7403 0.0 0.0 0.0 0.19
C -0.5629 -5.8608 1.6949 0.0 0.0 0.0 -0.77
C -1.1515 -7.0553 1.3036 0.0 0.0 0.0 -0.52
C -1.3468 -7.3221 -0.0441 0.0 0.0 0.0 -0.65
C -0.9615 -6.4004 -1.0052 0.0 0.0 0.0 -0.40
S -0.5048 -0.4895 -2.4596 0.0 0.1 0.0 -0.49
H 0.3092 -4.0069 1.0263 0.0 0.0 0.0 0.27
H -0.4024 -5.6528 2.7447 0.0 0.0 0.0 0.39
H -1.4548 -7.7792 2.0479 0.0 0.0 0.0 0.40
H -1.8054 -8.2522 -0.3515 0.0 0.0 0.0 0.39
H -1.1079 -6.6003 -2.0569 0.0 0.0 0.0 0.48
```
Positions in Å, forces in eV/Å.

---

The following is a DFT calculation (the ωB97M-V functional and the def2-TZVPD basis) of a structure of composition C27H27CsF18N6O3PS.

As for the molecular weight: 1021.5 Da. The net charge is -2. The spin multiplicity is 2. The relative energy (zero: lowest compared OMol25 entry of this formula, charge and spin) comes out at 63.3 kcal/mol.

```
84
Properties=species:S:1:pos:R:3:forces:R:3:mulliken_charge:R:1
Cs -0.4597 -0.6498 0.1915 -1.5 0.5 -0.7 2.40
C -4.3198 -4.1600 0.3936 0.0 -0.1 0.0 -1.62
C -2.8762 -3.8845 0.7084 -0.1 0.1 0.0 0.42
C -1.8570 -4.3617 -0.1086 0.1 0.1 0.0 -1.00
C -0.5405 -4.0475 0.1640 0.0 -0.1 0.1 0.22
C -0.1959 -3.2461 1.2808 0.4 -0.6 0.4 -0.90
N 1.0706 -2.8997 1.5841 0.3 -0.6 0.3 1.12
C 2.2046 -3.6055 1.1696 -0.7 0.8 0.0 0.42
C 2.2665 -4.9807 1.3874 0.3 -0.3 0.0 -0.29
C 3.4508 -5.6833 1.1930 -0.2 0.0 0.1 -1.10
C 4.5983 -5.0403 0.7599 0.0 0.0 0.0 0.46
C 5.8966 -5.7841 0.5756 0.0 0.0 0.0 -1.50
C 4.5160 -3.6703 0.5136 0.1 0.2 -0.1 -0.39
C 3.3525 -2.9337 0.6944 0.1 -0.2 0.0 -1.60
C 3.2396 -1.4147 0.3868 -0.6 -0.1 0.0 1.50
O 1.9760 -0.9735 0.4920 2.3 -0.1 -0.1 0.22
C 3.7418 -1.1472 -1.0697 -0.2 -0.1 0.3 0.35
F 3.4849 0.1155 -1.4502 0.1 0.0 0.0 -0.24
F 3.1161 -1.9679 -1.9244 0.1 0.1 -0.1 -0.32
F 5.0769 -1.3288 -1.2617 0.0 0.0 -0.2 -0.31
C 4.1461 -0.6512 1.3902 -0.2 -0.3 0.1 0.49
F 5.4688 -0.9459 1.3030 0.0 0.0 0.1 -0.32
F 4.0548 0.6828 1.2574 0.0 0.0 0.0 -0.27
F 3.7622 -0.9619 2.6409 0.2 0.2 -0.1 -0.27
C -1.2431 -2.7035 2.1021 0.0 -0.2 0.6 -2.03
C -2.5438 -3.0618 1.7961 0.1 0.0 0.0 -0.66
C -0.8710 -1.5917 3.1905 0.0 -0.1 -0.1 2.65
O -0.4129 -0.4808 2.6255 0.0 -0.2 2.4 -1.33
C -2.1575 -1.1863 3.9928 0.2 -0.1 -0.4 0.41
F -2.7494 -2.2172 4.6561 -0.1 0.1 0.1 -0.32
F -3.0812 -0.6761 3.1554 0.0 0.0 0.2 -0.19
F -1.9086 -0.2276 4.8966 -0.1 0.0 0.0 -0.30
C 0.1619 -2.2273 4.2604 -0.4 0.3 -0.4 0.41
F 1.3726 -1.7090 4.1064 0.1 -0.1 0.2 -0.16
F 0.2562 -3.5746 4.1887 0.0 0.0 0.1 -0.28
F -0.1984 -1.9752 5.5512 0.1 0.0 0.0 -0.38
H -4.4297 -5.0800 -0.1859 0.0 0.0 0.0 0.42
H -4.7462 -3.3384 -0.1859 0.0 0.0 0.0 0.15
H -4.9063 -4.2557 1.3104 0.0 0.0 0.0 0.39
H -2.1050 -4.9633 -0.9767 0.0 0.0 0.0 0.35
H 0.2579 -4.3897 -0.4839 0.0 0.0 0.0 0.51
H 1.3862 -5.4854 1.7659 0.0 0.0 0.0 0.49
H 3.4760 -6.7497 1.3980 0.0 0.0 0.0 0.28
H 5.7435 -6.8647 0.6244 0.0 0.0 0.0 0.36
H 6.6233 -5.5177 1.3488 0.0 0.0 0.0 0.29
H 6.3596 -5.5618 -0.3894 0.0 0.0 0.0 0.34
H 5.3997 -3.1505 0.1593 0.0 -0.1 0.0 0.49
H -3.3622 -2.6751 2.3833 0.0 -0.1 0.0 0.41
C 1.6628 1.6721 3.4597 0.0 0.2 0.0 -0.69
C 2.0419 2.7527 2.5112 -0.1 0.0 -0.2 0.97
N 2.7745 3.7920 2.7981 -0.1 0.0 -0.2 -0.99
N 2.8758 4.4520 1.6016 0.3 0.5 0.1 0.17
C 2.2140 3.8890 0.5822 -0.1 -0.2 -0.3 0.27
S 2.1263 4.3846 -1.0365 0.1 -0.1 0.6 -0.48
N 1.6787 2.7912 1.1815 -0.2 -0.5 -0.2 0.34
N 0.8437 1.8897 0.5018 0.1 0.6 0.2 -0.48
H 1.6672 2.0954 4.4645 0.1 -0.1 0.0 0.43
H 2.3910 0.8654 3.4051 0.0 -0.1 0.0 0.06
H 0.6852 1.2164 3.2661 0.1 0.1 -0.1 0.02
H 3.4046 5.3001 1.5178 0.0 0.0 0.1 0.16
H 0.5414 1.1667 1.1495 0.6 0.7 0.5 -0.28
H 1.3946 1.4168 -0.2128 0.3 0.0 0.1 -0.08
F -2.6896 -0.3792 -0.7914 -2.1 0.2 -1.0 -0.42
P -4.2446 -0.2178 -1.3082 0.5 -0.1 0.2 1.30
F -4.1538 -1.7174 -1.9411 -0.1 -0.1 -0.1 -0.40
F -5.7546 -0.0734 -1.8330 -0.3 -0.1 0.0 -0.38
F -4.2942 1.2557 -0.6796 0.0 0.2 0.0 -0.39
F -3.6874 0.3816 -2.7104 0.0 0.0 -0.1 -0.39
F -4.7382 -0.8533 0.0933 -0.2 0.0 -0.1 -0.37
C -0.6397 0.4240 -5.2183 0.0 0.2 0.0 -1.01
N 0.1622 0.1581 -4.0403 -0.1 -0.3 0.0 0.23
C 1.0494 1.2270 -3.6041 -0.1 0.0 -0.1 -0.76
C -0.1042 -0.8733 -3.1806 0.0 0.3 0.0 0.46
C -1.1441 -1.8993 -3.5483 0.0 -0.1 -0.1 -1.16
O 0.4407 -0.9400 -2.0873 0.9 -0.4 -2.3 -0.30
H -0.0848 1.1179 -5.8507 0.0 0.0 0.0 0.33
H -1.6040 0.8833 -4.9787 0.0 0.0 0.1 0.29
H -0.8248 -0.4724 -5.8051 0.0 -0.1 0.0 0.34
H 1.7660 1.4547 -4.3971 0.0 0.0 0.0 0.34
H 1.5948 0.9118 -2.7223 0.0 -0.1 0.0 -0.13
H 0.4883 2.1332 -3.3621 0.0 0.0 0.0 0.41
H -1.2940 -2.0466 -4.6165 0.0 0.0 0.0 0.50
H -2.0968 -1.5924 -3.1076 0.0 0.0 0.0 0.13
H -0.8531 -2.8414 -3.0873 0.0 0.0 0.0 0.22
```
Positions in Å, forces in eV/Å.